(1)
The following is a DFT calculation (ωB97M-V/def2-TZVPD) of C24H37Cl2FN4O6PPtS2 as an isolated structure in a non-equilibrium geometry.

Computed properties:
Electronic energy, eV: -105691.519
HOMO-LUMO gap (alpha / beta), eV: 7.755 / 7.567
Spin multiplicity: 2
Total charge: +2
ΔE to the lowest compared entry with this formula, charge and spin, eV: 0.9863
⟨S²⟩: 0.754
Highest occupied orbital energy (alpha / beta), eV: -12.96 / -12.96

```
78
C24H37Cl2FN4O6PPtS2 | the OMol25 dataset | ωB97M-V/def2-TZVPD
Pt 0.121 -0.056 0.305
Cl 2.425 -0.689 1.673
Cl 3.389 0.335 -0.887
S -0.768 0.038 2.604
S 0.330 2.336 0.524
P -0.862 1.972 2.108
F -6.962 0.276 0.567
O -0.402 2.784 3.374
O -2.301 2.483 1.714
O -2.084 0.148 -0.215
O -0.210 -2.146 0.016
O 0.367 0.038 -1.754
O -0.113 -1.321 -3.480
N -3.770 0.475 -3.904
N -8.197 0.868 -1.995
N 0.273 -4.265 -0.566
N -10.287 2.066 -2.729
C -0.401 4.244 3.380
C -1.870 -0.088 -2.566
C -6.811 0.620 -1.797
C -4.024 0.251 -1.527
C -9.054 1.108 -0.830
C -9.974 0.929 -3.658
C -4.868 0.174 -0.424
C -2.577 0.116 -1.362
C -8.895 0.056 -2.990
C -4.835 -0.570 -5.892
C -0.408 4.707 4.815
C -1.077 -4.715 -0.237
C -3.650 2.503 3.773
C -4.281 0.703 -5.264
C -6.213 0.359 -0.556
C 3.724 0.218 0.829
C 0.596 -3.003 -0.409
C -2.482 0.101 -3.766
C -0.418 -0.533 -2.611
C 1.268 -5.240 -1.019
C -4.594 0.465 -2.795
C -3.504 1.990 2.358
C -10.441 1.549 -1.332
C -5.974 0.666 -2.897
H -0.499 5.793 4.840
H -1.762 -4.495 -1.056
H -10.859 2.323 -0.694
H -4.313 2.337 1.719
H -5.651 -0.982 -5.296
H -6.418 0.881 -3.859
H 0.513 4.417 5.319
H -3.477 0.901 2.338
H -11.119 2.568 -3.037
H 0.493 4.580 2.855
H -5.201 -0.365 -6.898
H -1.429 -4.202 0.655
H -1.926 -0.050 -4.683
H -3.455 1.080 -5.863
H -5.033 1.488 -5.231
H -4.609 2.181 4.180
H -8.199 -0.305 -3.739
H -9.357 -0.822 -2.523
H -1.248 4.270 5.354
H -8.602 1.892 -0.227
H -9.492 2.708 -2.737
H 1.624 -2.747 -0.680
H -10.887 0.363 -3.825
H 4.652 -0.317 0.983
H 0.758 -6.099 -1.444
H 3.758 1.214 1.253
H -1.065 -5.786 -0.058
H -1.280 4.603 2.843
H 1.906 -4.804 -1.785
H 1.887 -5.579 -0.189
H -9.639 1.347 -4.605
H -2.861 2.109 4.415
H -4.053 -1.326 -5.961
H -11.139 0.716 -1.369
H -9.180 0.227 -0.198
H -4.464 -0.077 0.547
H -3.613 3.593 3.796
```

Mulliken population analysis, charges in e, atoms 1 to 8: Pt 2.589; Cl -0.050; Cl -0.069; S -0.539; S -0.488; P 1.117; F -0.356; O -0.236


(2)
The following is a DFT calculation (ωB97M-V/def2-TZVPD) of C24H37N2SSn as an isolated structure in a non-equilibrium geometry.

Computed properties:
Electronic energy, eV: -45127.300
HOMO-LUMO gap (alpha / beta), eV: 5.287 / 5.228
Total charge: +1
ΔE to the lowest compared entry with this formula, charge and spin, eV: 0.0000
Highest occupied orbital energy (alpha / beta), eV: -9.49 / -9.48

```
65
C24H37N2SSn | the OMol25 dataset | ωB97M-V/def2-TZVPD
Sn 0.356 0.339 -0.045
S 2.912 0.395 0.343
N 3.917 1.001 2.766
N 3.045 2.798 1.551
C -1.809 -0.551 1.817
C 3.269 1.482 1.648
C -1.527 -4.234 -1.879
C 0.551 1.370 -2.164
C -1.615 -1.820 2.551
C -3.349 1.734 -0.731
C -1.330 3.127 1.257
C -1.291 -0.393 -3.570
C 3.524 3.800 2.501
C -0.189 -2.254 -2.293
C -3.423 -1.385 -0.013
C 5.374 1.221 2.867
C 0.528 -2.519 -1.134
C -0.922 -4.386 -0.621
C 0.939 0.043 -2.456
C 0.815 -1.405 -4.441
C -0.330 0.943 3.342
C -2.592 1.049 0.343
C -1.231 0.705 2.190
C -1.706 1.697 1.261
C 0.063 -0.986 -3.167
C -1.159 -3.180 -2.714
C 0.093 -3.511 -0.243
C -2.631 -0.338 0.670
H 1.004 -0.524 -5.072
H 2.719 4.523 2.676
H -0.270 3.270 1.512
H -2.171 -1.789 3.503
H 5.650 1.172 3.924
H 1.447 -1.937 -0.953
H 3.777 3.316 3.444
H -1.905 -0.197 -2.675
H -1.509 3.585 0.276
H -4.385 -1.541 0.505
H -0.557 -2.009 2.791
H -1.217 -5.214 0.030
H 0.588 -3.623 0.727
H -2.888 -2.345 -0.031
H 4.403 4.334 2.106
H 5.930 0.436 2.335
H -3.838 1.014 -1.398
H 3.687 0.016 2.913
H 0.229 -2.131 -5.021
H -0.429 1.772 -2.424
H -2.705 2.386 -1.342
H -1.831 -1.102 -4.216
H -4.136 2.375 -0.302
H 1.309 2.138 -1.966
H 5.640 2.199 2.453
H 2.569 3.104 0.709
H -2.296 -4.932 -2.203
H -1.920 3.683 2.002
H -3.640 -1.113 -1.056
H 1.999 -0.237 -2.396
H -0.927 1.046 4.262
H -1.616 -3.091 -3.706
H 0.260 1.862 3.235
H 1.781 -1.859 -4.183
H -1.155 0.544 -4.130
H 0.367 0.108 3.493
H -1.985 -2.674 1.974
```

Mulliken population analysis, charges in e, atoms 1 to 8: Sn 0.651; S -0.467; N -0.308; N 0.027; C 0.742; C 0.424; C -0.783; C -1.142


(3)
The following is a DFT calculation (ωB97M-V/def2-TZVPD) of a 3-piece molecular cluster, C24H37N3O2P overall in a non-equilibrium geometry.

Computed properties:
Electronic energy, eV: -43329.787
HOMO-LUMO gap, eV: 7.070
Total charge: -1
Highest occupied orbital energy, eV: -4.53

```
67
C24H37N3O2P | the OMol25 dataset | ωB97M-V/def2-TZVPD
P 1.291 -1.766 -1.147
O 1.045 -0.395 -4.965
O 1.331 2.207 -1.419
N -2.589 -1.089 -0.628
N -2.278 -3.038 0.742
N -1.708 -3.271 -1.580
C -1.755 -0.200 6.191
C 2.738 -1.854 -2.437
C 0.375 0.892 6.513
C -0.898 0.568 6.979
C -2.957 5.748 -3.020
C 2.174 -5.782 -0.127
C -0.150 -1.880 0.096
C 2.276 -4.361 -0.121
C -1.002 4.084 -1.928
C 1.212 -0.101 -3.646
C -1.624 -2.282 -0.444
C 1.987 -0.135 -0.416
C 2.454 -2.709 0.052
C 0.794 0.446 5.260
C -2.739 5.739 -1.643
C 2.839 -3.068 -3.343
C 1.005 1.152 -0.403
C -2.203 4.919 -3.851
C 1.294 1.928 1.055
C 0.265 -0.883 -2.509
C -1.761 4.908 -1.097
C -1.340 -0.638 4.934
C -1.227 4.086 -3.305
C -0.065 -0.318 4.469
H -2.257 -2.309 1.516
H 2.399 1.785 1.424
H 2.131 -6.897 0.282
H -1.224 0.914 7.957
H 2.051 0.670 -3.391
H -0.238 3.439 -1.503
H 3.604 -2.504 -0.191
H 0.930 3.040 1.010
H -0.157 0.914 -0.363
H -2.010 -1.231 4.316
H 0.260 -0.662 3.491
H -2.025 -0.215 -0.447
H -1.589 4.903 -0.024
H 0.887 -3.046 -1.664
H 2.286 -2.490 1.187
H -2.375 4.924 -4.924
H -3.331 6.380 -0.995
H 1.789 0.694 4.899
H -2.829 -1.129 -1.656
H 0.159 -2.766 0.839
H 3.014 0.213 -0.898
H -2.746 -0.456 6.555
H -0.641 3.439 -3.952
H -3.281 -3.233 0.502
H 2.230 2.554 -1.077
H -1.513 -4.214 -1.125
H 0.613 1.357 1.848
H 3.313 -3.031 -4.415
H -0.223 -1.770 -3.146
H -3.715 6.399 -3.446
H -2.720 -3.316 -1.861
H 3.587 -1.064 -2.557
H 1.042 1.492 7.127
H -0.630 -0.244 -2.136
H 2.261 -0.368 0.723
H -0.276 -0.951 0.810
H 2.437 -4.126 -2.976
```

Mulliken population analysis, charges in e, atoms 1 to 8: P 1.047; O -0.647; O -0.599; N -0.725; N -0.706; N -0.611; C -0.426; C -0.579